1.
{
  "formula": "C6H8IN2",
  "method": "ωB97M-V/def2-TZVPD",
  "gap_ev": [7.54, 7.44],
  "lumo_ev": [-5.32, -5.19],
  "e_above_lowest_kcal_mol": 78.80,
  "charge": 1,
  "molar_mass_g_mol": 235.05,
  "homo_ha": [-0.47264, -0.46420],
  "largest_force_ev_per_a": 3.80,
  "elements": ["I", "N", "N", "C", "C", "C", "C", "C", "C", "H", "H", "H", "H", "H", "H", "H", "H"],
  "positions_angstrom": [[-4.05652, 0.21711, -0.05281], [0.64978, -0.99546, 0.31478], [-1.63888, -1.39485, 0.13172], [1.25477, 0.15988, 0.16774], [-0.67320, 1.58149, 0.49602], [-0.43552, -1.60377, 0.66157], [-2.01334, -0.21263, -0.55466], [0.62767, 1.38412, 0.57492], [2.45688, 0.22457, -0.65815], [3.40356, 0.72567, -0.20712], [-0.16852, -2.55788, 1.17709], [2.81646, -0.82744, -0.78858], [-1.37148, 2.44468, 0.65636], [-1.73600, 0.00390, -1.55660], [-2.41566, -1.97362, 0.30765], [1.17468, 2.21790, 1.00436], [2.12533, 0.60633, -1.67427]],
  "atomic_forces_ev_per_a": [[0.946, 0.020, -0.492], [1.376, 2.288, -0.244], [1.497, 0.880, -0.209], [-1.639, -1.550, -0.205], [-2.656, -1.445, -1.551], [0.380, -1.603, -0.701], [0.081, 2.741, 2.626], [-0.786, 0.981, 1.400], [2.469, -1.194, -0.678], [-2.072, -0.134, -0.812], [-1.224, 0.813, 0.194], [-0.383, 0.805, -0.221], [0.994, -0.965, 0.017], [0.288, -0.274, -0.699], [-0.604, -1.313, 0.623], [0.565, -0.020, -0.236], [0.767, -0.031, 1.187]]
}

---

2.
{
  "formula": "C6H8INO2",
  "method": "ωB97M-V/def2-TZVPD",
  "gap_ev": [8.12, 8.12],
  "lumo_ev": [-0.48, -0.48],
  "e_above_lowest_kcal_mol": 63.58,
  "charge": 0,
  "molar_mass_g_mol": 253.04,
  "homo_ha": [-0.31609, -0.31611],
  "largest_force_ev_per_a": 5.60,
  "elements": ["I", "O", "O", "N", "C", "C", "C", "C", "C", "C", "H", "H", "H", "H", "H", "H", "H", "H"],
  "positions_angstrom": [[3.60980, 0.48118, -0.08995], [-2.57707, -1.03289, 0.27768], [-0.37135, -1.12032, -0.11163], [-1.40885, 0.93772, 0.30942], [-1.55208, -0.43769, 0.15513], [2.52207, -2.35710, -0.21736], [0.84570, -0.55350, -0.22930], [-2.56322, 1.70451, -0.00924], [-0.15142, 1.58967, 0.29612], [2.06159, -0.97099, -0.06643], [-2.50376, 2.29245, -1.00087], [-3.44184, 1.15810, -0.04843], [0.31348, 1.40088, 1.15385], [3.39775, -2.32854, -0.92582], [2.86588, -2.82952, 0.70238], [-0.08636, 2.40750, -0.35324], [1.72098, -2.94349, -0.56277], [-2.68130, 2.60203, 0.72048]],
  "atomic_forces_ev_per_a": [[-0.311, -0.096, 0.088], [0.084, -0.193, -0.299], [0.494, -0.938, -0.510], [0.786, -0.478, -0.640], [0.718, 0.529, 0.496], [2.054, -0.128, 0.027], [-3.386, 4.227, 1.430], [0.437, 4.836, -0.401], [-1.584, -4.516, -2.720], [0.625, 0.588, -0.471], [0.338, -1.182, 0.988], [-1.456, -1.250, 0.211], [2.408, 0.420, 3.256], [-1.015, -0.489, 0.528], [0.162, 0.245, 0.189], [0.477, 1.119, -0.602], [-0.901, -0.916, -0.785], [0.070, -1.778, -0.784]]
}

---

3.
{
  "formula": "C6H8InN2O6",
  "method": "ωB97M-V/def2-TZVPD",
  "gap_ev": 2.70,
  "lumo_ev": -19.06,
  "charge": 3,
  "molar_mass_g_mol": 318.96,
  "homo_ha": -0.79964,
  "largest_force_ev_per_a": 9.84,
  "elements": ["In", "O", "O", "O", "O", "O", "O", "N", "N", "C", "C", "C", "C", "C", "C", "H", "H", "H", "H", "H", "H", "H", "H"],
  "positions_angstrom": [[2.19618, 0.47444, -2.10817], [-2.12250, 1.61175, -0.85280], [-2.01774, 0.66174, 1.39322], [-3.14286, -2.54576, 0.62897], [-2.97358, 3.00899, 0.95585], [-1.28598, -1.53800, 0.91328], [1.81805, -1.71229, -1.27273], [3.84089, -0.45430, -0.72337], [-2.06142, -2.27984, 0.08028], [0.27085, 0.63413, 0.51991], [-1.17656, -0.14305, 0.44619], [2.41167, -0.84779, -0.41887], [-2.14085, 0.11168, -0.89417], [1.54647, -0.32147, 0.90775], [-2.43927, 1.84079, 0.59154], [2.30156, 0.35676, 1.53580], [-1.78289, -0.40162, -1.88378], [-3.30382, -0.07692, -0.70158], [1.28118, -1.24865, 1.57106], [0.43473, 1.22662, -0.50042], [3.84188, 0.09656, -1.61758], [4.29156, 0.07892, 0.05662], [0.21249, 1.46734, 1.37302]],
  "atomic_forces_ev_per_a": [[-3.661, 2.438, -4.130], [-0.411, -2.272, 3.224], [-0.338, 1.783, -2.855], [6.422, 0.747, -4.094], [4.097, -8.769, -1.765], [2.811, 4.398, 0.153], [2.744, 5.136, 3.334], [-2.879, 0.277, 1.554], [-8.779, -2.544, 3.577], [1.173, -0.166, 0.499], [-2.302, 0.272, 0.318], [-1.611, -5.233, 0.730], [-0.654, 1.196, -0.242], [1.842, 0.491, 0.260], [-2.312, 5.850, 0.274], [-1.676, -1.504, -1.260], [-0.345, 1.416, 1.741], [2.623, -0.500, -0.135], [0.396, 1.617, -1.359], [-0.625, -1.035, 1.636], [3.621, -1.419, 1.126], [-0.140, -0.249, -0.716], [0.004, -1.930, -1.872]]
}

---

4.
{
  "formula": "C6H8N",
  "method": "ωB97M-V/def2-TZVPD",
  "gap_ev": [6.42, 9.05],
  "lumo_ev": [-5.21, -4.30],
  "e_above_lowest_kcal_mol": 176.80,
  "charge": 1,
  "molar_mass_g_mol": 94.14,
  "homo_ha": [-0.42768, -0.49034],
  "largest_force_ev_per_a": 4.32,
  "elements": ["N", "C", "C", "C", "C", "C", "C", "H", "H", "H", "H", "H", "H", "H", "H"],
  "positions_angstrom": [[1.31092, 0.28951, 0.22967], [0.51746, 1.46452, -0.05660], [-3.95161, 0.43856, -0.01801], [-1.69504, -0.66225, 0.09010], [-2.87465, -0.13022, -0.05912], [0.82874, -1.02456, -0.22924], [-0.58578, -1.27138, 0.19938], [-4.89861, 0.98406, -0.21815], [1.48138, -1.81288, 0.21897], [1.00970, -1.03277, -1.30574], [-0.01833, 1.74028, 0.84164], [-0.75925, -2.41030, 0.31717], [2.29264, 0.44634, -0.17819], [1.50090, 0.25814, 1.23475], [0.75440, 2.01411, -0.92640]],
  "atomic_forces_ev_per_a": [[3.194, 1.177, -0.145], [-0.646, -0.824, 1.456], [-1.812, 0.935, -0.917], [0.384, 1.550, -0.517], [-0.857, 0.546, 0.631], [0.152, -1.062, 0.212], [0.766, -4.228, -0.471], [1.269, -0.779, 0.526], [-0.368, 0.751, -0.318], [-0.467, -0.170, -0.060], [-0.224, 0.646, -0.598], [0.524, 1.469, 0.257], [-1.549, -0.367, 0.502], [-0.311, -0.126, 0.051], [-0.054, 0.480, -0.609]]
}

---

5.
{
  "formula": "C6H8N",
  "method": "ωB97M-V/def2-TZVPD",
  "gap_ev": 9.74,
  "lumo_ev": -5.89,
  "e_above_lowest_kcal_mol": 161.29,
  "charge": 1,
  "molar_mass_g_mol": 94.14,
  "homo_ha": -0.57417,
  "largest_force_ev_per_a": 4.26,
  "elements": ["N", "C", "C", "C", "C", "C", "C", "H", "H", "H", "H", "H", "H", "H", "H"],
  "positions_angstrom": [[0.97719, 0.99890, -0.11149], [0.74133, -1.30939, -0.30527], [-1.30375, 0.31498, 0.00462], [1.50439, -0.21796, -0.68473], [-0.52457, -0.94140, 0.38793], [1.41335, 0.22425, 0.84512], [-0.34660, 1.54026, -0.08121], [-0.40803, 2.18882, -0.95309], [-1.08192, -1.69949, 0.72965], [-1.66475, 0.07029, -1.05904], [-0.25825, 2.01590, 0.80715], [2.36330, -0.36849, -1.31277], [-0.19985, -0.78903, 1.50358], [-2.18240, 0.38303, 0.62346], [0.97056, -2.41067, -0.39391]],
  "atomic_forces_ev_per_a": [[2.702, -2.293, 0.800], [-1.964, -0.880, -0.407], [0.271, -0.875, -3.279], [-1.100, -2.211, -2.024], [2.428, 2.263, 1.382], [1.170, 2.624, 2.065], [-0.973, -1.412, -2.444], [-0.721, 0.072, 0.304], [-2.512, -3.443, 0.103], [0.228, 0.673, 1.454], [-0.726, 2.241, 2.670], [0.510, 0.805, 0.110], [0.527, 0.495, -0.971], [-0.077, 0.479, 0.322], [0.239, 1.463, -0.086]]
}

---

6.
{
  "formula": "C6H8N",
  "method": "ωB97M-V/def2-TZVPD",
  "gap_ev": 11.20,
  "lumo_ev": -3.52,
  "e_above_lowest_kcal_mol": 132.92,
  "charge": 1,
  "molar_mass_g_mol": 94.14,
  "homo_ha": -0.54093,
  "largest_force_ev_per_a": 4.00,
  "elements": ["N", "C", "C", "C", "C", "C", "C", "H", "H", "H", "H", "H", "H", "H", "H"],
  "positions_angstrom": [[0.24462, -0.50016, -0.33915], [1.60372, -0.46435, 0.12398], [-0.82996, 1.60623, 0.28938], [-0.82995, 0.17958, 0.49387], [-2.13405, -0.39294, 0.12595], [-0.80798, 2.66608, -0.26156], [-3.12446, -1.03731, -0.10598], [-1.02684, 3.53833, -0.82058], [-0.24400, -1.45126, -0.24765], [2.12789, -1.22748, -0.45751], [-3.99147, -1.65776, -0.07625], [0.25880, -0.03083, -1.36561], [1.53526, -0.73119, 1.17858], [2.10585, 0.58567, -0.00802], [-0.50504, -0.05006, 1.55315]],
  "atomic_forces_ev_per_a": [[-2.646, 0.492, -2.959], [1.816, 1.159, 0.721], [0.455, 0.242, -0.690], [0.171, 0.701, 1.510], [-0.056, -0.802, 0.231], [-0.523, -0.004, -0.053], [0.735, 0.361, 0.724], [0.293, 0.540, 0.069], [1.676, 0.876, -1.345], [0.276, 0.274, 0.324], [-0.147, 0.105, -0.433], [-0.764, -1.865, 2.607], [0.674, -0.001, 0.005], [-1.203, -2.013, 0.207], [-0.755, -0.064, -0.918]]
}